{"formula": "C17H24N5O6P2Tc", "method": "ωB97M-V/def2-TZVPD", "symbols": ["Tc", "C", "P", "C", "C", "C", "P", "C", "C", "H", "H", "H", "H", "H", "H", "H", "H", "H", "H", "H", "H", "H", "H", "H", "H", "O", "C", "O", "C", "C", "C", "C", "C", "C", "N", "O", "O", "N", "O", "O", "H", "H", "H", "N", "C", "C", "N", "C", "C", "N", "H", "H", "H", "H", "H"], "positions_angstrom": [[0.021, 0.705, 0.065], [1.345, -0.164, 3.407], [-0.164, -0.095, 2.426], [-1.314, 1.006, 3.274], [-0.926, -1.751, 2.341], [-2.056, -1.746, 1.311], [-1.496, -1.150, -0.314], [-2.900, -0.584, -1.278], [-0.647, -2.454, -1.212], [1.083, -0.498, 4.415], [1.785, 0.831, 3.478], [2.074, -0.852, 2.983], [-0.875, 2.002, 3.355], [-1.494, 0.620, 4.280], [-2.260, 1.088, 2.740], [-1.306, -2.024, 3.329], [-0.153, -2.483, 2.089], [-2.881, -1.101, 1.625], [-2.475, -2.747, 1.167], [-3.578, -1.433, -1.411], [-2.571, -0.245, -2.262], [-3.426, 0.214, -0.757], [-1.389, -3.223, -1.450], [0.148, -2.903, -0.619], [-0.236, -2.066, -2.145], [-1.503, 1.998, 0.248], [-1.289, 2.516, -0.937], [-0.330, 1.912, -1.565], [-2.029, 3.622, -1.454], [-1.720, 4.126, -2.726], [-2.441, 5.202, -3.184], [-3.453, 5.798, -2.444], [-3.731, 5.269, -1.193], [-3.045, 4.199, -0.676], [-4.815, 5.877, -0.374], [-5.386, 6.818, -0.853], [-5.016, 5.356, 0.701], [-2.121, 5.749, -4.529], [-2.765, 6.688, -4.906], [-1.223, 5.186, -5.127], [-0.942, 3.701, -3.345], [-4.008, 6.646, -2.828], [-3.301, 3.836, 0.310], [4.571, 0.898, -2.724], [3.853, 0.226, -1.832], [2.546, 0.630, -1.450], [1.870, -0.077, -0.538], [2.430, -1.178, 0.003], [3.705, -1.555, -0.402], [4.398, -0.875, -1.290], [4.244, 1.735, -3.177], [5.493, 0.557, -2.958], [2.063, 1.495, -1.888], [1.869, -1.736, 0.738], [4.172, -2.440, 0.016]], "forces_ev_per_angstrom": [[0.1, 0.1, -0.2], [0.0, 0.0, 0.0], [-0.1, 0.0, 0.1], [0.0, 0.0, 0.0], [0.0, 0.0, 0.0], [0.0, 0.0, 0.0], [-0.1, -0.1, 0.0], [0.0, 0.0, 0.0], [0.0, 0.0, 0.0], [0.0, 0.0, 0.0], [0.0, 0.0, 0.0], [0.0, 0.0, 0.0], [0.0, 0.0, 0.0], [0.0, 0.0, 0.0], [0.0, 0.0, 0.0], [0.0, 0.0, 0.0], [0.0, 0.0, 0.0], [0.0, 0.0, 0.0], [0.0, 0.0, 0.0], [0.0, 0.0, 0.0], [0.0, 0.0, 0.0], [0.0, 0.0, 0.0], [0.0, 0.0, 0.0], [0.0, 0.0, 0.0], [0.0, 0.0, 0.0], [0.0, -0.1, 0.1], [-0.2, 0.3, -0.1], [0.1, -0.1, 0.1], [0.0, -0.1, 0.1], [0.0, 0.0, 0.0], [0.0, 0.0, 0.0], [0.0, 0.0, 0.0], [0.0, 0.0, 0.0], [0.0, 0.0, 0.0], [0.1, -0.1, 0.0], [0.0, 0.0, 0.0], [0.0, 0.0, 0.0], [0.4, -0.2, -0.3], [-0.1, 0.1, 0.1], [-0.2, 0.1, 0.2], [0.0, 0.0, 0.0], [0.0, 0.0, 0.0], [0.0, 0.0, 0.0], [0.0, 0.0, 0.0], [0.0, 0.0, 0.0], [0.0, 0.0, 0.0], [0.0, 0.0, 0.0], [0.0, 0.0, 0.0], [-0.1, 0.0, 0.0], [0.0, 0.0, 0.0], [0.0, 0.0, 0.0], [0.0, 0.0, 0.0], [0.0, 0.0, 0.0], [0.0, 0.0, 0.0], [0.0, 0.0, 0.0]], "charge": 3, "spin_multiplicity": 4, "s_squared": 3.797, "e_above_lowest_kcal_mol": 0.00, "gap_ev": [5.809, 5.185]}

***

{"formula": "C17H24N6O3", "method": "ωB97M-V/def2-TZVPD", "symbols": ["H", "N", "C", "N", "N", "C", "C", "C", "C", "N", "C", "O", "C", "N", "C", "C", "C", "N", "C", "C", "C", "C", "C", "C", "C", "O", "O", "H", "H", "H", "H", "H", "H", "H", "H", "H", "H", "H", "H", "H", "H", "H", "H", "H", "H", "H", "H", "H", "H", "H"], "positions_angstrom": [[5.202, -0.146, 1.405], [4.778, -1.106, 1.236], [3.466, -1.102, 1.237], [2.797, -2.312, 1.104], [2.586, -0.072, 1.562], [3.049, 0.971, 2.519], [1.644, 1.641, 3.145], [0.566, 1.057, 3.891], [-0.850, 1.347, 3.270], [-1.030, 1.019, 1.906], [-0.782, -0.116, 1.295], [-0.249, -1.121, 1.911], [-1.168, -0.175, -0.232], [-1.150, 1.206, -0.613], [-0.088, -0.900, -0.952], [-0.363, -0.685, -2.437], [0.555, -0.063, -3.348], [-0.070, -0.248, -4.619], [-1.270, -0.823, -4.574], [-2.076, -1.270, -5.599], [-3.157, -2.047, -5.186], [-3.481, -2.388, -3.909], [-2.786, -1.768, -2.847], [-1.556, -1.037, -3.172], [-1.173, 2.821, 3.551], [-1.612, 3.636, 2.657], [-1.017, 3.390, 4.797], [3.361, -3.252, 0.857], [1.880, -2.512, 0.548], [1.644, -0.493, 1.852], [3.782, 1.737, 2.070], [3.677, 0.352, 3.268], [2.088, 2.472, 3.679], [1.143, 2.241, 2.290], [0.540, 0.047, 3.748], [0.427, 1.414, 4.903], [-1.431, 0.691, 3.963], [-1.702, 1.608, 1.236], [-2.345, -0.363, -0.295], [-0.280, 1.695, -0.562], [-1.620, 1.299, -1.542], [-0.167, -1.961, -0.757], [0.860, -0.410, -0.695], [1.559, 0.470, -3.281], [0.330, -0.124, -5.682], [-1.920, -1.330, -6.753], [-3.788, -2.481, -5.941], [-4.321, -2.858, -3.685], [-3.093, -2.207, -1.865], [-1.390, 4.256, 4.647]], "forces_ev_per_angstrom": [[-1.0, -1.5, -0.1], [-1.2, 1.5, -0.1], [1.5, -0.3, 0.5], [-0.8, -5.0, -2.4], [-1.0, -0.1, 0.1], [-1.1, -1.6, 0.9], [4.0, 3.8, -3.5], [-2.2, 0.4, -0.2], [0.3, 0.4, 2.6], [-2.7, 2.7, -2.3], [1.2, -4.5, 1.7], [-1.3, 2.6, -2.0], [-1.5, 1.9, 2.9], [-2.5, 1.3, -1.7], [-1.2, -0.4, -2.1], [2.1, 1.4, -1.0], [-1.9, -1.5, -0.5], [3.2, 1.7, -4.0], [-0.2, 0.0, 2.1], [-1.2, -1.7, -1.9], [0.2, 0.0, -2.1], [3.7, 4.3, 1.7], [1.3, -1.5, -0.5], [-1.3, -1.7, -0.1], [-2.3, 4.2, -3.1], [1.7, -3.7, 2.9], [0.4, -2.6, -1.0], [-0.9, 3.6, 0.9], [2.0, 1.8, 1.6], [1.7, 0.8, -0.5], [-1.6, -0.9, 0.5], [-1.0, 1.4, -0.4], [0.0, 0.3, 0.6], [1.2, -1.1, 0.6], [0.5, -3.1, 0.7], [0.6, -0.4, 0.4], [-0.4, 0.7, -0.6], [2.1, -0.8, 1.9], [2.7, -0.9, -0.1], [0.6, 0.0, -0.2], [1.0, 0.3, 1.2], [0.6, -0.3, 0.3], [-0.1, -0.6, 0.2], [-1.7, -1.1, 0.1], [-0.8, 0.0, 4.1], [0.3, 0.8, 2.4], [-0.1, 0.0, -0.5], [-3.5, -2.5, 0.8], [0.7, 1.2, -0.5], [-0.2, 0.8, 0.0]], "spin_multiplicity": 1, "e_above_lowest_kcal_mol": 128.23, "smiles": "[H]/N=C(/N)NCCC[C@H](NC(=O)[C@@H](N)Cc1c[nH]c2ccccc12)C(=O)O", "gap_ev": 8.582}

***

{"formula": "C17H24O15", "method": "ωB97M-V/def2-TZVPD", "symbols": ["C", "C", "C", "O", "C", "O", "O", "H", "H", "H", "H", "H", "H", "C", "C", "C", "O", "C", "O", "O", "H", "H", "H", "H", "H", "H", "O", "C", "O", "C", "C", "O", "H", "H", "H", "H", "O", "C", "O", "C", "C", "O", "H", "H", "H", "H", "O", "C", "O", "C", "C", "O", "H", "H", "H", "H"], "positions_angstrom": [[-4.949, 1.430, 2.922], [-5.661, 1.835, 1.658], [-5.189, 1.030, 0.426], [-6.390, 0.527, -0.155], [-7.445, 0.807, 0.650], [-8.562, 0.485, 0.412], [-7.045, 1.482, 1.742], [-5.366, 1.962, 3.779], [-3.890, 1.668, 2.839], [-5.087, 0.366, 3.104], [-5.525, 2.899, 1.459], [-4.512, 0.222, 0.713], [-4.694, 1.656, -0.318], [0.363, 0.758, -3.036], [-0.125, 2.115, -3.504], [-1.473, 2.557, -2.939], [-1.288, 3.947, -2.702], [0.031, 4.237, -2.680], [0.503, 5.282, -2.385], [0.763, 3.145, -3.032], [0.820, 0.937, -2.058], [1.125, 0.303, -3.664], [-0.439, 0.029, -2.919], [-0.102, 2.178, -4.596], [-1.728, 2.068, -1.999], [-2.251, 2.416, -3.685], [2.938, 0.992, 1.986], [4.107, 1.144, 2.080], [4.888, 1.771, 1.167], [6.243, 1.500, 1.486], [6.199, 1.220, 2.990], [4.853, 0.721, 3.127], [6.587, 0.592, 0.968], [6.930, 2.264, 1.134], [6.332, 2.106, 3.606], [6.854, 0.401, 3.262], [1.723, -3.167, -0.250], [2.238, -4.144, -0.680], [3.364, -4.710, -0.200], [3.707, -5.832, -1.011], [2.399, -6.124, -1.742], [1.770, -4.840, -1.750], [4.502, -5.534, -1.693], [4.035, -6.697, -0.440], [1.766, -6.849, -1.233], [2.606, -6.455, -2.758], [-2.359, -0.569, 3.015], [-1.553, -0.549, 2.139], [-1.713, -1.188, 0.958], [-0.695, -0.750, 0.046], [0.356, -0.128, 0.967], [-0.376, 0.097, 2.182], [-0.332, -1.569, -0.566], [-1.160, 0.009, -0.591], [0.768, 0.793, 0.576], [1.138, -0.849, 1.194]], "forces_ev_per_angstrom": [[-0.3, 0.2, 0.2], [0.6, -0.6, -0.3], [0.1, 0.3, 0.0], [0.0, 0.0, 0.1], [0.2, -0.1, -0.2], [-0.1, 0.0, 0.1], [-0.1, 0.4, 0.0], [0.1, 0.1, 0.0], [0.1, -0.1, 0.1], [0.2, -0.1, -0.1], [-0.5, 0.1, 0.1], [-0.2, -0.2, -0.1], [0.0, 0.0, 0.0], [0.2, 0.2, 0.6], [0.3, -0.3, -0.3], [0.3, -0.1, -0.4], [-0.1, 0.2, 0.0], [0.4, -0.3, 0.0], [-0.1, 0.2, 0.0], [-0.3, 0.1, 0.1], [-0.1, -0.3, 0.0], [0.0, 0.2, -0.2], [-0.1, 0.1, -0.1], [-0.2, 0.0, 0.0], [0.0, -0.1, 0.0], [-0.2, 0.0, 0.2], [-0.4, 0.0, -0.1], [0.5, 0.1, 0.3], [0.0, 0.1, -0.2], [0.9, -0.8, 0.0], [-0.4, -0.3, -0.6], [0.1, 0.3, 0.0], [-0.4, 0.0, 0.0], [-0.4, 0.5, 0.3], [0.0, 0.0, 0.1], [0.2, 0.2, 0.2], [0.0, 0.3, 0.1], [-0.1, -0.2, -0.4], [0.0, -0.1, 0.4], [-0.2, -0.3, -0.4], [0.6, 0.1, -0.4], [0.0, -0.2, 0.3], [0.0, 0.0, 0.0], [0.0, 0.3, 0.4], [0.0, 0.1, 0.1], [-0.3, 0.1, 0.0], [0.0, 0.0, 0.1], [0.1, -0.1, -0.1], [0.1, -0.1, -0.1], [-0.3, 0.6, 0.1], [-0.1, -0.9, -0.1], [-0.1, 0.4, -0.1], [0.0, -0.2, 0.2], [0.1, -0.1, -0.1], [0.1, 0.1, 0.2], [0.2, 0.2, -0.1]], "spin_multiplicity": 1, "e_above_lowest_kcal_mol": 0.00, "smiles": "C[C@H]1COC(=O)O1.C[C@H]1COC(=O)O1.O=C1OCCO1.O=C1OCCO1.O=C1OCCO1", "gap_ev": 10.884}